Record 1
{"formula": "C8H22AgF5N2O13S3", "method": "ωB97M-V with the def2-TZVPD basis set", "charge": -2, "spin_multiplicity": 1, "symbols": ["N", "H", "H", "H", "H", "Ag", "N", "S", "O", "O", "F", "S", "O", "O", "F", "C", "F", "F", "F", "S", "O", "O", "O", "C", "O", "O", "O", "C", "C", "O", "H", "H", "H", "H", "H", "H", "C", "C", "O", "H", "H", "H", "H", "H", "H", "C", "C", "O", "H", "H", "H", "H", "H", "H"], "positions_angstrom": [[19.770425, -20.421358, -2.954266], [18.903368, -20.416568, -2.401853], [19.587812, -20.399437, -3.987682], [20.185178, -21.349700, -2.777491], [20.401644, -19.645892, -2.644729], [20.952170, -23.347936, -4.737539], [20.699586, -22.999374, -2.417631], [20.101056, -24.105609, -1.428908], [19.839216, -23.747891, -0.068830], [20.503970, -25.442656, -1.747599], [18.616533, -24.070902, -2.046284], [21.924126, -22.457624, -1.432721], [22.770881, -23.500825, -0.957006], [21.522139, -21.390074, -0.579158], [22.747225, -21.746160, -2.540087], [23.645234, -17.424352, -1.437662], [24.604443, -16.492432, -1.525310], [24.202623, -18.628311, -1.342840], [22.986123, -17.173161, -0.287554], [22.500849, -17.330783, -2.906317], [23.297924, -17.743309, -4.029545], [21.447560, -18.305425, -2.609669], [22.053805, -15.952958, -2.939482], [20.933145, -20.926898, -6.064336], [21.097676, -20.175579, -7.066229], [21.945163, -21.243477, -5.302204], [19.738241, -21.312948, -5.676350], [18.250270, -16.813636, -2.692343], [18.785693, -16.874952, -4.107265], [18.025192, -17.858112, -4.829888], [18.668266, -15.976925, -2.117193], [18.610368, -17.653750, -2.097971], [17.159773, -16.764601, -2.663317], [19.796214, -17.283308, -4.107180], [18.851553, -15.940903, -4.672078], [17.156222, -17.487233, -5.007122], [16.424131, -21.205792, -3.825346], [16.222171, -20.969113, -2.342222], [17.228820, -20.126181, -1.775896], [17.476314, -21.220671, -4.107685], [15.954704, -20.406065, -4.403290], [15.933623, -22.118408, -4.163018], [16.230703, -21.941068, -1.827530], [15.229561, -20.573608, -2.089954], [17.068771, -20.117135, -0.826856], [19.751981, -17.621426, 0.591533], [20.414670, -18.696035, 1.441724], [19.924491, -19.982162, 1.043144], [20.307917, -16.679648, 0.625033], [18.764329, -17.387853, 0.989805], [19.737561, -17.954397, -0.443811], [20.090507, -18.560431, 2.483625], [21.504165, -18.698770, 1.505413], [20.662770, -20.427733, 0.587047]], "atomic_forces_ev_per_a": [[0.0, 0.0, 0.2], [0.0, 0.4, -0.3], [0.2, -0.1, 0.0], [-0.2, 0.8, -0.3], [-0.1, -0.4, -0.5], [0.1, 1.7, -0.5], [1.6, -0.4, 2.7], [-3.4, -2.3, -0.8], [0.8, 0.2, -0.2], [0.4, 0.4, 0.3], [0.1, 0.1, -0.2], [1.7, 1.3, -1.7], [-0.3, 0.0, 0.3], [0.0, -0.4, 0.0], [-0.2, -0.1, 0.1], [-0.8, 0.3, -0.4], [0.3, -0.1, -0.1], [0.2, 0.0, 0.2], [0.0, -0.2, 0.1], [-0.6, -0.5, -1.5], [0.6, 0.3, 0.5], [0.3, 0.6, 0.9], [0.1, -0.1, 0.6], [0.7, 2.0, -0.9], [-0.4, -0.8, 0.5], [-0.1, -1.7, 0.3], [-0.6, -1.1, 0.6], [0.7, 0.7, 0.7], [0.2, -1.1, -0.2], [0.0, 0.2, -0.2], [-0.2, 0.2, -0.3], [-0.4, -0.3, -0.4], [0.0, 0.0, 0.0], [0.0, 0.2, 0.1], [-0.3, 0.2, 0.3], [0.0, 0.0, 0.0], [-0.3, 0.8, -0.2], [-0.3, -1.0, 0.6], [-0.5, -0.1, -0.1], [0.0, -0.2, 0.0], [0.2, 0.1, 0.0], [0.2, -0.2, 0.2], [0.3, 0.0, 0.0], [0.0, 0.3, -0.4], [0.3, 0.1, 0.1], [0.8, 0.3, 0.2], [-0.9, -0.4, 0.7], [0.7, 0.2, 0.1], [0.1, -0.1, 0.0], [-0.2, -0.3, -0.3], [-0.1, 0.1, 0.0], [0.0, 0.0, 0.0], [0.0, 0.2, -0.6], [-0.7, 0.0, 0.1]]}



Record 2
{"formula": "C40H49N6OPSSbTl", "method": "ωB97M-V with the def2-TZVPD basis set", "spin_multiplicity": 1, "symbols": ["Tl", "N", "C", "S", "N", "N", "C", "C", "C", "C", "C", "C", "N", "H", "H", "H", "H", "H", "H", "H", "C", "C", "C", "C", "C", "C", "P", "C", "C", "C", "C", "C", "C", "C", "C", "C", "C", "C", "C", "H", "H", "H", "H", "H", "H", "H", "H", "H", "H", "H", "H", "H", "H", "H", "C", "C", "C", "Sb", "C", "C", "C", "C", "C", "C", "H", "H", "H", "H", "H", "H", "H", "H", "H", "H", "H", "H", "H", "H", "H", "H", "H", "H", "H", "H", "H", "N", "C", "O", "C", "C", "C", "N", "C", "C", "H", "H", "H", "H", "H", "H"], "positions_angstrom": [[0.071561, -0.613428, 0.361717], [-1.294057, -3.831102, 3.675087], [-0.449212, -3.045101, 2.944627], [-0.427744, -3.330751, 1.237777], [0.244768, -2.197764, 3.676773], [0.999923, -1.309026, 2.980767], [1.856926, -0.673862, 3.681776], [2.711888, 0.371161, 3.102216], [3.600009, 1.064708, 3.923328], [4.359236, 2.086603, 3.382072], [4.212400, 2.396599, 2.038167], [3.314589, 1.645390, 1.294129], [2.592808, 0.654745, 1.802424], [-1.621594, -4.677979, 3.247158], [-1.164048, -3.815298, 4.673680], [1.943158, -0.874092, 4.749639], [3.678712, 0.802953, 4.970442], [5.055306, 2.637419, 4.001787], [4.775421, 3.195201, 1.575524], [3.164932, 1.847020, 0.237506], [-4.051950, 6.179934, 1.369120], [-2.869561, 6.042667, 0.661689], [-2.229081, 4.808768, 0.615040], [-2.760493, 3.708617, 1.277710], [-3.951113, 3.860190, 1.989883], [-4.594286, 5.084642, 2.034327], [-1.834739, 2.123790, 1.213686], [-1.471359, 1.889988, 2.996660], [-0.280236, 2.462800, 3.444841], [0.111075, 2.347272, 4.769058], [-0.674594, 1.633666, 5.663681], [-1.862795, 1.063993, 5.231519], [-2.263227, 1.198021, 3.909428], [-3.158840, 0.920412, 0.832215], [-3.093633, -0.404501, 1.269874], [-3.983362, -1.358302, 0.792556], [-4.949945, -1.006044, -0.136591], [-5.020488, 0.305206, -0.588762], [-4.133327, 1.257667, -0.110448], [-4.555174, 7.137728, 1.404657], [-2.444601, 6.892325, 0.142700], [-1.306611, 4.697293, 0.056745], [-4.374139, 3.009872, 2.512427], [-5.517633, 5.189984, 2.589566], [0.351241, 2.999337, 2.744442], [1.039347, 2.798634, 5.097022], [-0.360773, 1.519525, 6.693344], [-2.482715, 0.509679, 5.924453], [-3.199160, 0.756879, 3.593412], [-2.348867, -0.713255, 1.995080], [-3.896639, -2.379229, 1.142579], [-5.638988, -1.746877, -0.521805], [-5.766535, 0.582318, -1.323282], [-4.198151, 2.275284, -0.477741], [2.513696, -1.818071, -4.953934], [2.956719, -2.700676, -3.788901], [4.381621, -3.205858, -3.979528], [2.519304, -1.717802, -1.905855], [3.832795, -2.867906, -0.640108], [3.330196, -4.307834, -0.574089], [3.872444, -2.246728, 0.753350], [3.707298, 0.096227, -1.983139], [2.915994, 1.209944, -2.666934], [5.114542, -0.014441, -2.553067], [2.517840, -2.379229, -5.893295], [3.192348, -0.970741, -5.081767], [1.506504, -1.418860, -4.810705], [2.288941, -3.566992, -3.743238], [5.096462, -2.386000, -4.052377], [4.455321, -3.784197, -4.906702], [4.705041, -3.855129, -3.165411], [4.831850, -2.841053, -1.083774], [2.331343, -4.346905, -0.130681], [3.988224, -4.918674, 0.051651], [3.280476, -4.780098, -1.558202], [2.874397, -2.226541, 1.201298], [4.261020, -1.225137, 0.745653], [4.508871, -2.836457, 1.421193], [3.779482, 0.339824, -0.917427], [2.765021, 1.000341, -3.728866], [3.444905, 2.166872, -2.598824], [1.927572, 1.341825, -2.217779], [5.090934, -0.212459, -3.626691], [5.696385, -0.806415, -2.078557], [5.659725, 0.925417, -2.413377], [-5.265316, -0.270454, -5.492527], [-5.200331, -0.907673, -4.294441], [-6.176144, -1.375541, -3.742917], [-3.835034, -0.992342, -3.671938], [-3.543665, -2.088613, -2.876845], [-2.307701, -2.144250, -2.253377], [-1.389573, -1.187042, -2.369579], [-1.679092, -0.135131, -3.128140], [-2.879611, 0.005832, -3.807722], [-6.157984, -0.223129, -5.952548], [-4.437456, -0.013771, -5.997235], [-4.282986, -2.863617, -2.730118], [-2.049979, -2.977137, -1.607226], [-0.924209, 0.643589, -3.176127], [-3.071823, 0.901348, -4.384861]], "atomic_forces_ev_per_a": [[0.3, -0.1, 0.1], [-0.1, 0.0, 0.0], [0.1, 0.1, 0.2], [0.0, 0.2, -0.2], [-0.1, -0.1, -0.1], [0.0, -0.1, -0.2], [0.0, 0.1, 0.0], [-0.1, -0.1, 0.0], [0.0, 0.1, 0.0], [0.0, 0.0, 0.0], [0.0, 0.0, 0.0], [0.0, 0.0, 0.1], [-0.2, 0.0, -0.2], [0.0, 0.0, 0.0], [0.0, 0.0, 0.0], [0.0, 0.0, 0.0], [0.0, 0.0, 0.0], [0.0, 0.0, 0.0], [0.0, 0.0, 0.0], [0.0, 0.1, 0.1], [0.0, 0.0, 0.0], [0.0, 0.0, 0.0], [0.0, 0.0, 0.0], [-0.1, 0.0, 0.0], [0.0, 0.0, 0.0], [0.0, 0.0, 0.0], [0.0, 0.2, 0.0], [0.1, -0.1, 0.0], [0.0, 0.0, 0.0], [0.0, 0.0, 0.0], [0.0, 0.0, 0.0], [0.0, 0.0, 0.0], [0.0, 0.0, 0.0], [0.0, 0.0, 0.0], [0.0, 0.0, 0.0], [0.0, 0.0, 0.0], [0.0, 0.0, 0.0], [0.0, 0.0, 0.0], [0.0, 0.0, 0.0], [0.0, 0.0, 0.0], [0.0, 0.0, 0.0], [0.0, 0.0, 0.0], [0.0, 0.0, 0.0], [0.0, 0.0, 0.0], [0.0, 0.0, 0.0], [0.0, 0.0, 0.0], [0.0, 0.0, 0.0], [0.0, 0.0, 0.0], [0.0, 0.0, 0.0], [0.0, 0.0, 0.0], [0.0, 0.0, 0.0], [0.0, 0.0, 0.0], [0.0, 0.0, 0.0], [0.0, 0.0, 0.0], [0.0, 0.0, 0.0], [0.0, 0.0, -0.1], [0.0, 0.0, 0.0], [0.0, -0.1, 0.2], [0.0, 0.0, 0.1], [0.0, 0.0, 0.0], [0.0, 0.0, 0.0], [0.0, 0.1, 0.0], [0.0, 0.0, 0.0], [0.0, 0.0, 0.0], [0.0, 0.0, 0.0], [0.0, 0.0, 0.0], [0.0, 0.0, 0.0], [0.0, 0.0, 0.0], [0.0, 0.0, 0.0], [0.0, 0.0, 0.0], [0.0, 0.0, 0.0], [0.0, 0.0, 0.0], [0.0, 0.0, 0.0], [0.0, 0.0, 0.0], [0.0, 0.0, 0.0], [0.0, 0.0, 0.0], [0.0, -0.1, 0.0], [0.0, 0.0, 0.0], [0.1, -0.1, -0.1], [0.0, 0.0, 0.0], [0.0, 0.0, 0.0], [0.0, 0.0, 0.0], [0.0, 0.0, 0.0], [0.0, 0.0, 0.0], [0.0, 0.0, 0.0], [0.0, 0.0, 0.0], [0.0, 0.0, 0.0], [0.0, 0.0, 0.0], [0.0, 0.0, 0.0], [0.0, 0.0, 0.0], [0.0, 0.0, 0.0], [0.0, 0.0, 0.1], [0.0, 0.0, 0.0], [0.0, 0.0, 0.0], [0.0, 0.0, 0.0], [0.0, 0.0, 0.0], [0.0, 0.0, 0.0], [0.0, 0.0, 0.0], [0.0, 0.0, 0.0], [0.0, 0.0, 0.0]]}



Record 3
{"formula": "C3H2N2O2", "method": "ωB97M-V with the def2-TZVPD basis set", "smiles": "[H]/N=C(/C#N)OC=O", "spin_multiplicity": 1, "symbols": ["H", "N", "C", "C", "N", "O", "C", "O", "H"], "positions_angstrom": [[1.601871, 1.251089, -0.167689], [1.504652, 0.585864, 0.600359], [0.338020, 0.135055, 0.677714], [-0.027247, -0.832160, 1.699073], [-0.333793, -1.604549, 2.502202], [-0.754029, 0.494915, -0.101717], [-0.756490, 0.083272, -1.407329], [0.112383, -0.546043, -1.929141], [-1.685367, 0.432557, -1.873473]], "atomic_forces_ev_per_a": [[0.0, -0.1, 0.0], [-0.5, -0.1, 0.0], [0.5, 0.1, 0.1], [-0.3, -0.7, 0.7], [0.3, 0.8, -0.8], [0.0, 0.0, 0.0], [0.3, -0.3, -0.3], [-0.4, 0.3, 0.3], [0.1, 0.0, 0.0]]}



no.,calculated total energy (hartree)
1,-3246.567465
2,-3109.690560
3,-375.476661